(1)
The following is a DFT calculation (ωB97M-V with the def2-TZVPD basis set) of C13H10F5GdNO as an isolated structure.

CARTESIAN COORDINATES (ANGSTROEM)
C -2.336894 -2.057437 -1.812337
C -3.136174 -1.388633 -0.842264
C -2.570653 -1.639725 0.440235
C -1.416873 -2.452118 0.262702
C -1.268648 -2.708048 -1.131399
Gd -0.956818 -0.385357 -0.849325
N 0.176941 0.011996 -2.260571
C -0.664883 1.195429 -2.671359
C -1.857449 1.314255 -1.689386
H -2.937442 -1.243060 1.388919
H -4.023358 -0.788020 -1.044143
H -0.742048 -2.792247 1.049760
H -0.466330 -3.284320 -1.596507
H -2.487346 -2.036641 -2.893332
H -2.832190 1.261750 -2.195298
H -0.038561 2.110558 -2.658936
H 0.884590 -0.240878 -2.950697
H -1.796854 2.198271 -1.036910
H -1.035362 1.041322 -3.704117
F 4.396870 1.714907 3.958650
C 3.444081 1.370715 3.075850
C 2.799943 0.153208 3.211341
F 3.110324 -0.685530 4.208070
C 1.829165 -0.218459 2.322567
F 1.215807 -1.400926 2.464599
C 1.484210 0.615353 1.297802
O 0.551717 0.230570 0.478501
C 2.103643 1.837437 1.139614
F 1.747914 2.638850 0.120912
C 3.098431 2.220699 2.030536
F 3.724247 3.406079 1.886522

Cartesian forces, eV/Å:
-1.020 -1.460 0.069
-1.247 -1.411 0.135
-0.949 -1.580 0.156
-1.094 -1.519 0.315
-1.094 -1.628 0.110
0.977 1.466 6.041
4.425 1.086 -6.672
0.215 0.592 -0.744
-1.799 3.090 -1.729
0.199 -0.089 -0.344
0.375 -0.206 0.065
-0.201 0.228 -0.302
-0.273 0.290 0.173
0.096 0.039 0.403
0.300 0.246 0.091
-0.288 -0.351 -0.019
-0.256 0.394 0.007
-0.017 -0.109 -0.305
0.104 0.164 0.373
0.233 0.166 0.141
-0.004 0.130 -0.091
0.085 -0.137 0.165
0.298 0.053 0.319
0.774 -0.351 1.133
-0.006 -0.001 0.013
-2.307 -0.635 -2.149
1.509 0.972 1.942
1.093 0.876 0.518
0.126 -0.091 0.271
-0.211 -0.021 -0.200
-0.043 -0.202 0.117

Values from the calculation:
HOMO energy (spin up / spin down) = -4.20 / -3.84 eV
LUMO (spin up / spin down) = 2.825 / 2.825 eV
Max |F| = 8.08 eV Å⁻¹
Net charge = -1
Relative energy (zero: lowest compared OMol25 entry of this formula, charge and spin) = 324.3 kJ/mol
E_tot = -1896.2367 Ha
2S+1 = 8


(2)
The following is a DFT calculation (ωB97M-V with the def2-TZVPD basis set) of a 4-piece molecular cluster, C30H43F5IN4O11 overall.

CARTESIAN COORDINATES (ANGSTROEM)
C 5.084193 -1.648316 0.671446
C 5.166130 -0.158668 0.471047
O 4.489925 0.351258 -0.699733
C 3.422873 -0.351101 -1.136352
O 2.411412 -0.496469 -0.461618
C 3.604017 -0.855466 -2.539441
C 2.363843 -0.737198 -3.431420
C 1.232906 -1.629863 -2.946670
C -0.200449 -1.220308 -3.249109
C -1.170449 -2.163736 -2.540932
C -1.028610 -3.639398 -2.975358
C -0.353413 -4.523881 -1.957681
O -0.922113 -4.829472 -0.915852
I 1.584712 -5.351085 -2.348015
N -2.562460 -1.777755 -2.912384
C -2.796615 -0.463943 -2.545392
N -3.885258 -0.241265 -1.850690
C -4.326465 1.066122 -1.364133
F -4.263412 1.970725 -2.369714
F -3.525298 1.450041 -0.350441
C -5.790163 0.974105 -0.836663
F -6.538624 0.274760 -1.728979
F -5.806358 0.347666 0.362193
F -6.246811 2.238448 -0.715494
N -1.981091 0.590775 -2.883743
C -0.512715 0.285021 -3.009928
N 0.214063 0.973116 -1.921908
C -0.374574 0.972143 -0.633369
C -0.471962 2.271954 0.077017
O -0.753632 -0.071655 -0.112023
C 0.550652 2.322200 -2.378518
C 1.917950 2.788981 -2.044491
O -0.268115 2.972441 -3.009585
H 5.334420 -2.204423 -0.224385
H 5.808831 -1.909583 1.431208
H 4.117619 -1.960905 1.044088
H 6.200981 0.120390 0.337567
H 4.814355 0.348466 1.360678
H 3.970045 -1.876378 -2.525635
H 4.394114 -0.265322 -2.985870
H 2.090879 0.307279 -3.493777
H 2.673746 -1.057512 -4.418294
H 1.315351 -1.811711 -1.883329
H 1.363963 -2.584187 -3.437823
H -0.382945 -1.384572 -4.312257
H -1.071267 -2.109490 -1.469748
H -0.533719 -3.719125 -3.935830
H -2.015685 -4.068661 -3.082964
H -2.670799 -1.869145 -3.917771
H -4.470276 -1.040180 -1.650285
H -2.323842 0.974691 -3.758711
H -0.184880 0.812639 -3.890083
H -0.914927 2.083772 1.041408
H 0.490739 2.747950 0.192850
H -1.135580 2.924932 -0.476240
H 2.107739 2.669840 -0.986390
H 2.648392 2.188698 -2.571469
H 2.002842 3.818613 -2.351828
O 2.966462 -2.111698 3.183160
C 1.863548 -2.562385 3.106681
O 1.318141 -3.340427 4.073872
C 0.022300 -3.811544 3.654115
C -0.441328 -2.826335 2.588092
C 0.885682 -2.406165 1.958142
H 0.136666 -4.822693 3.259853
H -0.629566 -3.842434 4.523293
H -1.152698 -3.259958 1.891080
H -0.912603 -1.962874 3.060878
H 1.195643 -3.072372 1.157382
H 0.879506 -1.379110 1.602587
O 4.183617 -1.149322 9.637398
C 3.581102 -1.445893 8.652653
O 4.196736 -1.757211 7.488962
C 3.229725 -1.972191 6.443815
C 1.935191 -2.322586 7.170636
C 2.074686 -1.517319 8.463437
H 3.144091 -1.055796 5.857302
H 3.578170 -2.767460 5.794181
H 1.046259 -2.091369 6.588831
H 1.919695 -3.388480 7.400316
H 1.696156 -0.499422 8.360192
H 1.609942 -1.990694 9.322670
O -2.668635 7.898804 -0.774860
C -3.386118 7.098965 -1.284093
O -4.333852 6.421471 -0.583144
C -4.974038 5.448894 -1.417506
C -4.755737 5.933478 -2.848131
C -3.402833 6.637276 -2.732032
H -4.503423 4.479196 -1.231402
H -6.023771 5.387680 -1.141689
H -4.782959 5.130230 -3.582200
H -5.527226 6.655883 -3.112734
H -2.566323 5.951743 -2.879043
H -3.296392 7.485867 -3.399871

Cartesian forces, eV/Å:
-0.215 -0.035 0.001
0.236 0.090 0.621
0.042 -0.625 -0.476
-1.263 0.215 1.157
1.394 0.048 -0.745
-0.252 0.641 -0.540
0.283 -0.329 0.375
-0.273 -0.069 -0.098
0.016 0.256 0.338
0.024 -0.513 -0.664
0.497 0.178 -0.305
-1.358 -1.003 2.946
1.478 0.918 -2.463
-0.226 0.112 -0.068
-0.044 -0.153 1.075
-0.159 0.530 -0.059
0.006 0.421 -0.324
0.574 0.155 0.122
-0.126 -0.571 0.684
-0.442 0.021 -0.711
-0.469 0.452 0.299
0.538 0.684 0.907
-0.109 0.573 -1.328
0.185 -1.498 -0.028
0.232 -1.040 -0.171
0.200 -0.520 0.540
-1.017 0.497 -0.452
0.521 -1.761 0.701
-0.299 -0.034 0.193
-0.157 0.772 -1.240
-1.143 0.838 -0.637
-0.215 0.164 -0.034
1.211 -0.935 0.528
0.116 -0.087 -0.284
0.186 -0.099 0.202
-0.196 -0.045 0.001
0.217 0.232 -0.218
-0.289 0.188 0.122
0.017 -0.313 0.245
0.300 0.074 -0.057
-0.141 0.217 -0.057
-0.045 0.105 -0.375
0.055 0.147 0.307
0.112 -0.385 -0.010
-0.056 0.135 -0.320
-0.098 0.254 0.488
0.158 0.047 -0.218
-0.325 -0.085 0.067
-0.082 0.032 -0.183
-0.102 -0.249 -0.022
-0.162 0.841 0.237
-0.044 0.003 -0.324
0.035 -0.026 0.330
0.134 0.186 0.090
-0.047 0.310 -0.177
0.230 -0.056 0.188
0.200 -0.193 -0.120
0.157 0.312 0.031
0.229 0.081 0.219
-0.184 -0.162 -0.325
-0.001 0.117 -0.093
-0.158 -0.059 0.015
0.152 0.052 -0.013
-0.439 0.243 0.408
0.018 -0.005 -0.011
0.086 -0.014 0.079
-0.001 -0.102 -0.048
-0.002 -0.010 -0.001
0.076 -0.069 -0.181
0.191 -0.078 -0.161
0.122 0.003 0.170
-0.193 0.127 -0.038
0.021 -0.065 -0.166
-0.127 -0.074 0.051
0.010 0.122 0.160
0.037 -0.335 -0.260
-0.003 0.014 -0.002
0.148 0.022 0.005
0.017 0.055 -0.029
0.000 -0.022 -0.024
-0.011 0.025 0.055
-0.005 0.132 0.108
0.115 0.165 0.120
0.079 -0.149 -0.176
-0.104 -0.068 0.026
-0.045 -0.018 -0.098
0.156 0.050 0.021
-0.417 -0.060 0.020
0.016 -0.010 -0.036
0.003 0.046 0.103
0.027 -0.040 0.036
-0.027 0.004 0.000
0.053 0.035 -0.024
0.161 0.025 0.003

Values from the calculation:
HOMO energy = -11.05 eV
LUMO = -4.768 eV
Max |F| = 3.40 eV Å⁻¹
Net charge = +1
Relative energy (zero: lowest compared OMol25 entry of this formula, charge and spin) = 0.0 kJ/mol
E_tot = -3012.4439 Ha


(3)
The following is a DFT calculation (ωB97M-V with the def2-TZVPD basis set) of C27H25F15N3O4SY as an isolated structure.

CARTESIAN COORDINATES (ANGSTROEM)
Y 0.150346 -0.016566 0.074964
C 3.305501 5.068011 4.393905
C 2.508732 4.372112 3.321287
C 2.150214 4.998887 2.135953
C 1.469129 4.315617 1.152154
C 1.107184 2.947290 1.253865
N 0.509678 2.294133 0.210337
C 0.442455 2.882159 -1.043107
C 1.597041 3.401111 -1.658147
C 1.594875 3.908135 -2.941141
C 0.426776 3.921191 -3.693813
C 0.389159 4.476019 -5.094759
C -0.716684 3.385205 -3.115440
C -0.746611 2.859450 -1.823969
C -1.974061 2.087909 -1.282432
O -1.629761 0.819887 -0.946062
C -2.662485 2.859720 -0.092735
F -3.339871 3.952189 -0.548241
F -3.560093 2.085466 0.530165
F -1.832105 3.318534 0.833196
C -3.099773 1.923615 -2.370230
F -3.604669 3.057217 -2.908710
F -4.146256 1.244326 -1.889226
F -2.638915 1.201182 -3.421920
C 1.331612 2.358582 2.539304
C 2.058775 3.071380 3.488491
C 0.702787 1.019362 3.008957
O -0.159334 0.438668 2.150418
C 1.801824 -0.064516 3.391543
F 1.891669 -0.982183 2.425175
F 3.033104 0.423191 3.605267
F 1.478604 -0.752078 4.518275
C -0.156667 1.312731 4.292797
F -0.960083 0.287071 4.603551
F -0.951899 2.374664 4.089816
F 0.555279 1.580069 5.421368
H 3.512044 6.102616 4.110754
H 2.771995 5.084135 5.348754
H 4.266516 4.575250 4.568191
H 2.406597 6.042971 1.973790
H 1.199836 4.848382 0.251399
H 2.519316 3.359770 -1.091581
H 2.520406 4.278772 -3.373147
H 1.395759 4.712434 -5.444738
H -0.050017 3.761181 -5.795144
H -0.205303 5.392524 -5.149816
H -1.611752 3.384948 -3.720294
H 2.276810 2.591401 4.433008
C 2.152851 0.383390 -4.298681
C 1.896364 0.094571 -2.849100
N 0.733704 -0.267738 -2.426725
O -0.241264 -0.342523 -3.450276
C 2.933308 0.270102 -1.846343
C 4.395474 0.448471 -2.094382
N 2.494238 0.279491 -0.606572
O 3.320880 0.469509 0.340999
H 1.758575 1.378099 -4.523025
H 1.627446 -0.330045 -4.928407
H 3.215113 0.374776 -4.526427
H -0.822877 0.404153 -3.250753
H 4.662992 0.319033 -3.141814
H 4.951811 -0.272872 -1.489660
H 4.729121 1.436815 -1.760133
C -3.556109 -3.015876 0.985564
S -3.192122 -1.447357 0.169513
C -2.876610 -2.099670 -1.482550
H -4.352192 -3.546507 0.458750
H -3.891981 -2.786467 1.996503
H -2.657875 -3.628583 1.033017
H -2.169111 -2.925091 -1.429182
H -2.429411 -1.296066 -2.063950
H -3.808228 -2.421903 -1.952183
F 0.187930 -3.279215 -1.291731
C 0.381629 -2.652899 -0.058009
F 1.673846 -3.056055 0.268273
F -0.390981 -3.458365 0.793650

Cartesian forces, eV/Å:
-0.427 -0.198 -0.312
-0.012 -0.019 -0.019
0.011 0.043 -0.012
0.017 -0.017 0.023
0.001 -0.019 -0.004
-0.115 0.061 -0.024
0.032 0.024 0.018
0.124 -0.050 -0.029
0.029 -0.014 -0.012
-0.018 0.006 -0.008
0.000 0.009 0.011
0.001 -0.013 0.022
0.003 0.041 -0.003
-0.043 0.020 0.034
0.079 0.091 -0.056
-0.065 0.164 0.071
-0.014 -0.034 -0.044
-0.021 0.008 -0.023
-0.013 -0.023 0.012
0.035 0.009 0.029
0.017 -0.018 0.001
-0.010 0.006 0.001
-0.003 -0.006 0.012
0.005 0.014 0.007
0.053 -0.052 0.029
-0.017 -0.028 -0.015
-0.062 -0.022 0.058
0.120 -0.033 -0.090
-0.084 -0.016 0.023
0.142 0.084 -0.049
0.008 -0.005 0.006
-0.004 -0.005 0.007
0.006 0.051 -0.026
-0.004 -0.014 0.008
-0.011 -0.002 -0.005
-0.001 0.021 0.012
-0.001 0.002 0.006
0.008 0.000 0.005
0.004 0.007 0.002
0.001 0.001 0.001
-0.005 0.005 0.005
0.000 -0.003 0.000
0.004 -0.005 0.004
-0.001 0.001 -0.007
0.001 0.005 -0.005
0.005 0.003 -0.007
-0.006 -0.013 0.010
-0.001 -0.002 -0.001
-0.004 -0.017 -0.001
0.092 -0.131 0.052
-0.158 0.138 0.097
0.205 0.101 -0.185
-0.060 -0.008 -0.005
-0.028 0.053 -0.035
0.139 -0.113 0.159
0.006 0.028 0.002
-0.008 -0.004 -0.006
0.008 -0.001 -0.007
-0.002 0.009 -0.002
-0.153 -0.154 0.168
0.014 0.001 0.007
0.005 0.004 0.002
0.005 0.000 -0.008
-0.013 0.062 -0.021
0.102 -0.058 0.055
-0.030 0.040 0.033
-0.012 -0.009 0.026
0.014 -0.019 0.009
-0.017 -0.024 -0.007
0.013 0.009 -0.013
-0.014 -0.005 -0.015
0.007 -0.013 -0.008
-0.037 -0.002 -0.001
0.149 0.050 0.087
0.017 -0.006 -0.025
-0.011 0.004 -0.023

Values from the calculation:
HOMO energy = -1.55 eV
LUMO = 4.437 eV
Max |F| = 0.56 eV Å⁻¹
Net charge = -2
Relative energy (zero: lowest compared OMol25 entry of this formula, charge and spin) = 0.0 kJ/mol
E_tot = -3443.8143 Ha